Entry from OMol25: a molecular structure, C30H61LiN3O4SSi (ωB97M-V with the def2-TZVPD basis set).

- Kohn-Sham gap: 0.229 hartree
- HOMO: -3.89 eV
- E: -63688.0521 eV

```
! RIJCOSX wB97M-V def2-TZVPD def2/J DEFGRID3
* xyz -1 1
Li 0.845 -0.628 -0.109
C 1.437 -2.411 0.939
C 1.254 -3.073 -0.304
C 2.328 -2.650 -1.154
C 3.122 -1.755 -0.396
C 2.580 -1.596 0.884
C 3.154 -0.752 2.007
C 2.097 -0.483 3.080
C 4.342 -1.476 2.652
C 3.633 0.598 1.466
C 2.707 -2.994 -2.601
C 2.766 -4.508 -2.839
C 1.773 -2.326 -3.618
C 4.118 -2.475 -2.918
C 0.071 -4.031 -0.494
C -0.646 -3.899 -1.841
C 0.530 -5.485 -0.291
C -1.007 -3.758 0.565
H 0.800 -2.518 1.802
H 3.996 -1.238 -0.759
H 1.753 -1.411 3.541
H 1.233 0.027 2.649
H 2.512 0.150 3.870
H 4.024 -2.443 3.046
H 4.763 -0.887 3.474
H 5.127 -1.659 1.917
H 2.800 1.156 1.035
H 4.390 0.466 0.692
H 4.068 1.203 2.269
H 1.797 -4.990 -2.765
H 3.425 -4.978 -2.106
H 3.159 -4.716 -3.840
H 0.732 -2.603 -3.492
H 2.074 -2.581 -4.640
H 1.817 -1.240 -3.510
H 4.861 -2.879 -2.229
H 4.161 -1.388 -2.867
H 4.390 -2.771 -3.935
H -0.029 -4.180 -2.687
H -0.985 -2.874 -2.004
H -1.525 -4.552 -1.848
H 1.278 -5.777 -1.025
H -0.316 -6.176 -0.371
H 0.976 -5.597 0.698
H -1.348 -2.723 0.535
H -0.651 -3.963 1.575
H -1.869 -4.404 0.380
N -0.022 0.706 -2.335
N -0.255 1.265 -3.608
C -1.027 0.643 -4.526
N -1.219 1.398 -5.656
S -1.690 -0.872 -4.373
H -0.854 0.815 -1.756
H 0.705 1.256 -1.894
H -0.244 2.280 -3.654
H -1.030 2.386 -5.645
H -1.944 1.069 -6.272
C -4.519 1.323 -1.347
C -3.490 2.310 -0.812
C -3.015 3.237 -1.924
C -4.062 3.117 0.346
O -2.391 1.527 -0.378
Si -1.170 1.836 0.707
O 0.021 0.855 0.428
O -1.797 1.830 2.240
C -2.192 0.753 3.084
C -3.688 0.902 3.316
C -1.424 0.921 4.387
C -1.898 -0.598 2.448
O -0.825 3.440 0.449
C -0.076 4.310 1.277
C 0.487 5.387 0.360
C 1.053 3.556 1.967
C -1.027 4.908 2.301
H -5.381 1.845 -1.768
H -4.865 0.669 -0.546
H -4.066 0.704 -2.122
H -3.836 3.860 -2.286
H -2.641 2.643 -2.761
H -2.217 3.885 -1.558
H -4.946 3.665 0.011
H -3.331 3.830 0.728
H -4.354 2.460 1.164
H -3.912 1.891 3.718
H -4.047 0.148 4.018
H -4.230 0.778 2.377
H -1.647 1.894 4.828
H -0.351 0.858 4.205
H -1.697 0.144 5.105
H -2.415 -0.691 1.491
H -2.250 -1.398 3.103
H -0.835 -0.737 2.270
H 1.154 4.941 -0.378
H 1.048 6.135 0.925
H -0.327 5.888 -0.167
H 1.678 3.051 1.233
H 0.666 2.796 2.645
H 1.672 4.247 2.544
H -1.799 5.496 1.801
H -0.484 5.565 2.984
H -1.512 4.118 2.877
*
```

Mulliken population analysis, charges in e, atoms 1 to 5: 1.299, -1.159, 0.110, 0.299, -0.386

Entry from OMol25: 7 unconnected molecules or ions with the total composition C47H53BBrF6INO7PS in a non-equilibrium geometry (ωB97M-V with the def2-TZVPD basis set).

- Kohn-Sham gap: 0.319 hartree
- HOMO: -8.71 eV
- E: -180664.7070 eV

```
! RIJCOSX wB97M-V def2-TZVPD def2/J DEFGRID3
* xyz 0 1
C -1.183 -4.179 5.289
C -2.076 -3.149 6.214
C -2.928 -2.047 5.330
C -2.336 -0.489 5.489
O -1.888 0.123 4.267
C -0.570 -0.179 3.773
B -0.757 -1.311 2.548
N -2.098 -1.508 1.854
O 0.347 -2.220 2.104
C 0.552 -0.771 4.774
C 0.992 0.362 5.924
C 1.297 -0.323 7.398
C 0.529 0.670 8.500
C 0.889 0.319 10.060
Br -0.295 1.540 11.178
O 2.125 1.097 5.346
S 1.609 2.495 4.523
O 1.441 3.572 5.665
O 0.085 2.370 3.824
C -0.115 1.212 2.956
O -1.397 1.552 2.232
P 1.122 0.955 1.544
O 1.430 2.606 0.952
I 3.332 0.147 2.199
H -1.064 -3.838 4.175
H -1.601 -5.287 5.267
H -0.110 -4.224 5.778
H -1.408 -2.663 7.060
H -2.863 -3.837 6.791
H -4.038 -2.086 5.769
H -3.052 -2.352 4.187
H -1.629 -0.444 6.421
H -3.304 0.128 5.830
H -2.722 -0.676 1.931
H -1.994 -1.847 0.873
H 0.117 -2.416 1.147
H 0.160 -1.695 5.422
H 1.508 -1.218 4.214
H 0.030 1.037 6.065
H 0.773 -1.384 7.490
H 2.443 -0.438 7.599
H -0.619 0.586 8.228
H 0.858 1.774 8.188
H 2.006 0.617 10.268
H 0.622 -0.783 10.352
H -1.260 2.533 1.985
H 2.205 2.481 0.298
F 1.811 0.530 -1.498
C 1.642 1.202 -2.644
C 2.681 1.250 -3.568
C 2.504 1.945 -4.764
C 1.293 2.594 -5.019
C 0.258 2.543 -4.084
C 0.432 1.839 -2.893
H 3.617 0.748 -3.349
H 3.307 1.983 -5.496
H 1.157 3.139 -5.950
H -0.682 3.052 -4.283
H -0.365 1.782 -2.158
F -2.007 -3.003 -0.796
C -2.531 -4.214 -0.565
C -2.120 -5.296 -1.337
C -2.662 -6.558 -1.094
C -3.618 -6.722 -0.088
C -4.028 -5.630 0.677
C -3.478 -4.370 0.441
H -1.383 -5.148 -2.119
H -2.342 -7.412 -1.686
H -4.044 -7.706 0.098
H -4.775 -5.759 1.456
H -3.778 -3.511 1.033
F 4.561 1.472 -8.084
C 4.190 2.685 -8.513
C 3.067 2.811 -9.323
C 2.678 4.075 -9.766
C 3.425 5.199 -9.404
C 4.554 5.062 -8.596
C 4.936 3.799 -8.143
H 2.504 1.926 -9.601
H 1.797 4.185 -10.393
H 3.124 6.184 -9.754
H 5.136 5.938 -8.318
H 5.805 3.675 -7.506
F -6.242 3.439 13.290
C -5.316 3.717 12.362
C -4.008 3.284 12.548
C -3.046 3.568 11.580
C -3.400 4.294 10.440
C -4.714 4.729 10.264
C -5.679 4.435 11.228
H -3.750 2.728 13.444
H -2.022 3.227 11.712
H -2.648 4.520 9.687
H -4.987 5.298 9.378
H -6.707 4.758 11.103
F -1.773 -6.934 -4.055
C -2.309 -8.013 -4.639
C -1.579 -8.704 -5.601
C -2.135 -9.831 -6.206
C -3.420 -10.249 -5.851
C -4.146 -9.546 -4.889
C -3.586 -8.426 -4.275
H -0.586 -8.360 -5.870
H -1.569 -10.383 -6.953
H -3.854 -11.126 -6.327
H -5.148 -9.871 -4.617
H -4.133 -7.873 -3.519
F 4.354 6.950 -11.125
C 5.292 6.818 -12.073
C 6.355 7.714 -12.113
C 7.334 7.575 -13.097
C 7.233 6.546 -14.037
C 6.160 5.655 -13.991
C 5.187 5.788 -13.001
H 6.411 8.512 -11.380
H 8.172 8.266 -13.132
H 7.995 6.441 -14.807
H 6.082 4.858 -14.726
H 4.352 5.099 -12.945
*
```

Mulliken population analysis, charges in e, atoms 1 to 5: -0.682, -0.312, -0.324, 0.417, -0.299

Entry from OMol25: 2 unconnected molecules or ions with the total composition C3H7O3 (ωB97M-V with the def2-TZVPD basis set).

- Kohn-Sham gap: 0.291 hartree
- HOMO: -4.08 eV
- E: -9368.0930 eV

```
! RIJCOSX wB97M-V def2-TZVPD def2/J DEFGRID3
* xyz -1 1
C 0.090 -1.470 0.315
C 1.225 -0.421 0.565
O 1.299 0.023 1.730
O 1.904 -0.122 -0.439
H -0.466 -1.147 -0.558
H -0.488 -1.530 1.235
H 0.556 -2.442 0.109
C -1.894 0.821 -1.551
O -1.875 1.166 -0.180
H -1.111 0.830 0.300
H -2.610 0.005 -1.705
H -2.198 1.702 -2.118
H -0.941 0.430 -1.914
*
```

natural (NBO) population analysis, charges in e, atoms 1 to 5: -0.760, 0.751, -0.790, -0.793, 0.191